Version a
# C2H8N4O

2 unconnected molecules or ions with the total composition C2H8N4O (ωB97M-V/def2-TZVPD, the OMol25 dataset).

Last column: natural (NBO) charge in e.
Geometry (Å):
C (-0.89, 0.62, -0.18)  0.31
C (-3.14, -0.46, 0.09)  0.14
N (-2.01, 0.05, -0.02)  -0.27
N (0.33, 0.23, 0.23)  -0.08
N (0.87, -0.81, -0.32)  0.07
N (1.91, -1.39, 0.14)  -0.45
O (1.92, 1.73, 0.07)  -0.96
H (-0.99, 1.69, -0.33)  0.28
H (-3.69, -0.66, 1.05)  0.28
H (-3.69, -0.93, -0.74)  0.27
H (0.50, -1.35, -1.09)  0.44
H (2.08, 2.17, 1.02)  0.53
H (2.33, -2.20, -0.23)  0.45
H (2.50, -1.10, 0.92)  0.46
H (1.96, 2.41, -0.62)  0.51

The calculation puts the HOMO energy (alpha / beta) at -18.84 / -18.84 eV. Its lowest unoccupied orbital energy (alpha / beta) is -10.382 / -10.382 eV. As for the charge: +2. Its HOMO-LUMO gap (alpha / beta) is 8.461 / 8.457 eV.

***

Version b
# C2H8N4O

2 unconnected molecules or ions with the total composition C2H8N4O (ωB97M-V/def2-TZVPD, the OMol25 dataset).

Last column: natural (NBO) charge in e.
Geometry (Å):
C (-0.53, 1.21, 0.03)  0.40
C (-2.52, -0.22, 0.48)  0.57
N (-1.41, 0.37, 0.36)  -0.44
N (0.76, 0.90, -0.20)  -0.43
N (1.15, -0.41, -0.28)  -0.26
N (2.48, -0.63, 0.21)  -0.53
O (-3.23, -0.55, -0.53)  -0.57
H (-0.76, 2.28, -0.01)  0.26
H (-2.82, -0.50, 1.50)  0.23
H (1.36, 1.65, -0.54)  0.42
H (1.12, -0.88, -1.74)  0.41
H (3.22, 0.00, -0.16)  0.44
H (2.75, -1.61, -0.02)  0.48
H (2.47, -0.56, 1.25)  0.46
H (-4.05, -1.06, -0.36)  0.55

The calculation puts the HOMO energy at -18.97 eV. Its lowest unoccupied orbital energy is -8.881 eV. As for the charge: +2. Its HOMO-LUMO gap is 10.094 eV.

***

From most stable to least stable, the computed energies give version b, version a.

***

Version a
# C3H2BrClN2

2 unconnected molecules or ions with the total composition C3H2BrClN2 (ωB97M-V/def2-TZVPD, the OMol25 dataset).

Last column: natural (NBO) charge in e.
Geometry (Å):
C (-0.26, 1.18, 0.78)  -0.15
C (0.24, -0.10, 0.94)  0.06
C (-0.36, -0.95, 0.08)  -0.04
N (-1.06, 1.15, -0.29)  -0.23
N (-1.00, -0.11, -0.76)  -0.34
Cl (-0.08, -2.59, -0.29)  0.06
Br (4.15, -0.28, -0.14)  -0.01
H (0.10, 2.09, 1.16)  0.22
H (-1.74, -0.38, -1.47)  0.42

The calculation puts the HOMO energy (alpha / beta) at -9.52 / -9.70 eV. Its lowest unoccupied orbital energy (alpha / beta) is -1.299 / -3.595 eV. Its HOMO-LUMO gap (alpha / beta) is 8.218 / 6.107 eV.

***

Version b
# C3H2BrClN2

2 unconnected molecules or ions with the total composition C3H2BrClN2 (ωB97M-V/def2-TZVPD, the OMol25 dataset).

Last column: natural (NBO) charge in e.
Geometry (Å):
C (0.91, -0.40, -0.49)  -0.12
C (1.33, -0.58, 0.81)  0.04
C (0.45, -0.10, 1.70)  0.00
N (-0.29, 0.20, -0.34)  -0.22
N (-0.61, 0.34, 1.03)  -0.35
Cl (0.51, 0.12, 3.37)  0.06
Br (-2.51, 1.09, -1.61)  -0.13
H (1.46, -0.92, -1.27)  0.25
H (-1.38, 0.89, 1.45)  0.45

The calculation puts the HOMO energy (alpha / beta) at -9.82 / -9.72 eV. Its lowest unoccupied orbital energy (alpha / beta) is -2.281 / -1.452 eV. Its HOMO-LUMO gap (alpha / beta) is 7.536 / 8.263 eV.

***

From most stable to least stable, the computed energies give version a, version b.

***

Version a
# C3H9OS

2 unconnected molecules or ions with the total composition C3H9OS (ωB97M-V/def2-TZVPD, the OMol25 dataset).

Last column: natural (NBO) charge in e.
Geometry (Å):
C (1.27, -1.53, 1.13)  -0.24
O (1.07, -0.11, 1.40)  -1.01
H (1.10, -2.24, 2.07)  0.08
H (0.60, -2.14, 0.43)  0.07
H (2.21, -1.69, 0.65)  0.12
C (-0.54, -0.50, -1.60)  -0.72
S (-1.36, 1.02, -1.02)  0.04
C (-0.94, 2.17, 0.31)  -0.71
H (-0.64, -0.30, -2.73)  0.21
H (-0.94, -1.39, -1.16)  0.22
H (0.48, -0.32, -1.22)  0.26
H (0.11, 2.03, 0.46)  0.26
H (-1.04, 3.18, 0.12)  0.20
H (-1.38, 1.82, 1.15)  0.21

The calculation puts the HOMO energy at -2.40 eV. Its lowest unoccupied orbital energy is 3.703 eV. As for the charge: -1. Its HOMO-LUMO gap is 6.101 eV.

***

Version b
# C3H9OS

2 unconnected molecules or ions with the total composition C3H9OS (ωB97M-V/def2-TZVPD, the OMol25 dataset).

Last column: natural (NBO) charge in e.
Geometry (Å):
C (1.31, 0.83, 0.27)  -0.61
C (0.63, 0.07, -0.88)  -0.40
C (0.16, -1.35, -0.49)  -0.51
S (-0.57, -1.50, 1.21)  -0.70
H (2.07, 0.17, 0.69)  0.20
H (1.82, 1.68, -0.21)  0.17
H (0.62, 1.15, 1.04)  0.24
H (1.34, 0.06, -1.72)  0.16
H (-0.25, 0.55, -1.32)  0.18
H (-0.52, -1.68, -1.27)  0.17
H (1.01, -2.04, -0.45)  0.17
H (-2.08, 0.05, 1.24)  0.49
H (-2.95, 1.12, 0.53)  0.44
O (-2.58, 0.89, 1.36)  -1.01

The calculation puts the HOMO energy at -2.64 eV. Its lowest unoccupied orbital energy is 4.206 eV. As for the charge: -1. Its HOMO-LUMO gap is 6.844 eV.

***

From most stable to least stable, the computed energies give version b, version a.

***

Version a
# C24H31N3O5S

C24H31N3O5S in the gas phase (ωB97M-V/def2-TZVPD, the OMol25 dataset).

Last column: natural (NBO) charge in e.
Geometry (Å):
C (3.17, -3.80, 0.18)  -0.25
H (3.44, -4.11, 1.19)  0.18
O (3.30, -2.41, 0.01)  -0.49
C (2.59, -1.59, 0.82)  0.29
C (1.65, -2.00, 1.76)  -0.27
C (0.97, -1.07, 2.52)  -0.22
C (1.21, 0.28, 2.37)  0.10
C (2.16, 0.70, 1.45)  -0.22
C (2.84, -0.22, 0.68)  -0.23
H (3.58, 0.09, -0.04)  0.23
H (2.37, 1.76, 1.33)  0.21
N (0.46, 1.20, 3.12)  -0.84
S (-1.21, 1.22, 2.83)  2.31
O (-1.69, 2.39, 3.49)  -0.93
O (-1.77, -0.04, 3.21)  -0.94
C (-1.15, 1.29, 1.03)  -0.40
C (-1.08, 0.03, 0.48)  -0.19
C (-0.56, -0.17, -0.79)  0.12
C (-0.10, 0.94, -1.50)  -0.19
C (-0.21, 2.20, -0.96)  -0.28
C (-0.74, 2.43, 0.31)  0.26
N (-0.81, 3.68, 0.90)  -0.47
C (-0.02, 4.78, 0.38)  -0.25
H (0.92, 4.41, -0.03)  0.21
C (-0.78, 5.60, -0.67)  -0.08
O (-2.01, 6.06, -0.15)  -0.52
C (-2.80, 4.98, 0.29)  -0.09
C (-2.09, 4.16, 1.38)  -0.24
H (-2.72, 3.33, 1.68)  0.23
H (-1.91, 4.79, 2.26)  0.21
H (-3.72, 5.41, 0.67)  0.20
H (-3.03, 4.32, -0.56)  0.16
H (-0.21, 6.50, -0.94)  0.20
H (-0.96, 5.00, -1.57)  0.16
H (0.21, 5.43, 1.23)  0.21
H (0.14, 3.03, -1.55)  0.22
H (0.34, 0.80, -2.48)  0.26
N (-0.46, -1.48, -1.26)  -0.60
C (0.14, -1.94, -2.40)  0.71
O (0.61, -1.21, -3.26)  -0.61
C (0.14, -3.45, -2.51)  -0.31
C (1.36, -3.93, -3.29)  -0.40
C (1.34, -5.44, -3.47)  -0.40
C (0.06, -5.87, -4.18)  -0.40
C (-1.17, -5.40, -3.41)  -0.39
C (-1.14, -3.89, -3.24)  -0.39
H (-1.17, -3.40, -4.22)  0.21
H (-2.02, -3.56, -2.68)  0.21
H (-2.08, -5.69, -3.95)  0.21
H (-1.19, -5.88, -2.43)  0.19
H (0.04, -6.96, -4.29)  0.21
H (0.05, -5.44, -5.19)  0.20
H (2.21, -5.76, -4.04)  0.21
H (1.38, -5.93, -2.49)  0.19
H (1.37, -3.44, -4.26)  0.22
H (2.27, -3.62, -2.76)  0.21
H (0.14, -3.90, -1.51)  0.19
H (-0.81, -2.18, -0.61)  0.40
H (-1.41, -0.80, 1.09)  0.24
H (0.80, 2.15, 3.08)  0.41
H (0.23, -1.39, 3.24)  0.24
H (1.43, -3.05, 1.90)  0.21
H (2.15, -4.14, -0.04)  0.17
H (3.86, -4.26, -0.53)  0.20

The calculation puts the HOMO energy at -7.77 eV. Its lowest unoccupied orbital energy is 0.480 eV. Its structure (SMILES) is COc1ccc(NS(=O)(=O)c2cc(NC(=O)C3CCCCC3)ccc2N2CCOCC2)cc1. Its HOMO-LUMO gap is 8.246 eV.

***

Version b
# C24H31N3O5S

C24H31N3O5S in the gas phase (ωB97M-V/def2-TZVPD, the OMol25 dataset).

Last column: natural (NBO) charge in e.
Geometry (Å):
C (5.01, -6.48, -3.23)  -0.63
C (4.41, -5.43, -2.34)  -0.06
C (4.45, -4.09, -2.70)  -0.19
C (3.91, -3.11, -1.89)  -0.24
C (3.31, -3.46, -0.69)  0.15
C (3.27, -4.80, -0.31)  -0.27
C (3.81, -5.78, -1.12)  0.09
C (3.75, -7.21, -0.69)  -0.65
H (4.76, -7.63, -0.60)  0.22
H (3.25, -7.30, 0.27)  0.22
H (3.21, -7.81, -1.42)  0.21
H (2.81, -5.07, 0.62)  0.24
N (2.79, -2.42, 0.10)  -0.62
C (2.12, -2.50, 1.27)  0.68
O (1.88, -3.51, 1.89)  -0.62
C (1.71, -1.09, 1.76)  -0.14
N (0.76, -0.48, 0.85)  -0.60
C (1.12, 0.20, -0.25)  0.68
O (2.27, 0.26, -0.65)  -0.65
C (0.00, 0.88, -0.96)  -0.14
C (-1.12, 1.37, -0.29)  -0.19
C (-2.12, 1.99, -1.01)  -0.25
C (-2.04, 2.15, -2.38)  -0.19
C (-0.92, 1.68, -3.05)  -0.21
C (0.09, 1.06, -2.34)  -0.15
H (0.98, 0.69, -2.85)  0.24
H (-0.84, 1.80, -4.12)  0.23
H (-2.86, 2.63, -2.90)  0.24
S (-3.51, 2.61, -0.07)  2.30
O (-4.53, 3.05, -0.99)  -0.94
O (-3.85, 1.64, 0.93)  -0.94
N (-2.76, 3.89, 0.71)  -0.68
C (-3.20, 4.16, 2.07)  -0.26
H (-3.37, 3.19, 2.55)  0.24
C (-4.48, 5.00, 2.07)  -0.09
H (-4.75, 5.30, 3.08)  0.20
O (-4.29, 6.19, 1.34)  -0.52
C (-3.95, 5.93, 0.00)  -0.10
H (-3.82, 6.90, -0.48)  0.20
C (-2.66, 5.10, -0.09)  -0.26
H (-2.47, 4.80, -1.12)  0.22
H (-1.82, 5.68, 0.29)  0.21
H (-4.76, 5.37, -0.49)  0.19
H (-5.29, 4.41, 1.62)  0.17
H (-2.39, 4.69, 2.58)  0.21
H (-1.23, 1.30, 0.78)  0.23
H (-0.21, -0.62, 1.06)  0.41
C (1.16, -1.11, 3.20)  -0.22
C (1.12, 0.31, 3.77)  -0.60
H (2.11, 0.76, 3.77)  0.21
H (0.45, 0.94, 3.18)  0.20
H (0.75, 0.28, 4.79)  0.22
C (-0.21, -1.78, 3.30)  -0.62
H (-0.19, -2.75, 2.80)  0.24
H (-0.46, -1.94, 4.34)  0.22
H (-1.00, -1.16, 2.87)  0.18
H (1.87, -1.71, 3.78)  0.23
H (2.62, -0.47, 1.73)  0.23
H (2.91, -1.49, -0.30)  0.44
H (3.95, -2.07, -2.19)  0.21
H (4.91, -3.81, -3.64)  0.21
H (4.25, -7.20, -3.53)  0.21
H (5.80, -7.02, -2.71)  0.21
H (5.43, -6.02, -4.12)  0.21

The calculation puts the HOMO energy at -8.08 eV. Its lowest unoccupied orbital energy is 0.131 eV. Its structure (SMILES) is Cc1ccc(NC(=O)[C@@H](NC(=O)c2cccc(S(=O)(=O)N3CCOCC3)c2)C(C)C)cc1C. Its HOMO-LUMO gap is 8.210 eV.

***

From most stable to least stable, the computed energies give version b, version a.

***

Version a
# C2HClNO2

A gas-phase ion, C2HClNO2 (charge -1) (ωB97M-V/def2-TZVPD, the OMol25 dataset).

Last column: natural (NBO) charge in e.
Geometry (Å):
C (0.39, 0.12, -0.04)  0.02
C (-0.34, -1.21, -0.10)  0.71
N (-0.12, 1.22, -0.73)  -0.43
O (-0.43, -1.46, 1.11)  -0.71
O (-0.60, -1.82, -1.11)  -0.70
Cl (0.16, 2.73, 0.13)  -0.04
H (0.94, 0.43, 0.74)  0.16

The calculation puts the HOMO energy at -5.02 eV. Its lowest unoccupied orbital energy is 3.679 eV. As for the charge: -1. Its structure (SMILES) is O=C([O-])/C=N/Cl. Its HOMO-LUMO gap is 8.703 eV.

***

Version b
# C2HClNO2

2 unconnected molecules or ions with the total composition C2HClNO2 (ωB97M-V/def2-TZVPD, the OMol25 dataset).

Last column: natural (NBO) charge in e.
Geometry (Å):
C (0.27, -0.87, 0.16)  0.05
C (-1.04, -0.12, -0.30)  0.73
N (0.81, -1.74, 0.72)  -0.38
O (-0.93, 1.10, -0.35)  -0.70
O (-1.90, -0.95, -0.61)  -0.67
Cl (1.74, 1.83, 0.17)  -0.31
H (1.05, 0.76, 0.21)  0.27

The calculation puts the HOMO energy at -5.66 eV. Its lowest unoccupied orbital energy is 3.870 eV. As for the charge: -1. Its HOMO-LUMO gap is 9.532 eV.

***

From most stable to least stable, the computed energies give version b, version a.

***

Version a
# C6H11N3O

2 unconnected molecules or ions with the total composition C6H11N3O (ωB97M-V/def2-TZVPD, the OMol25 dataset).

Last column: natural (NBO) charge in e.
Geometry (Å):
C (0.95, 1.05, -3.35)  -0.63
C (0.26, -2.24, -2.20)  0.17
C (0.61, -0.16, -2.55)  0.09
C (-0.06, -0.25, -1.36)  -0.12
N (0.78, -1.42, -3.07)  -0.46
N (-0.22, -1.59, -1.11)  -0.52
H (0.28, -3.33, -2.24)  0.19
H (-0.90, -1.96, -0.47)  0.42
H (-0.46, 0.46, -0.66)  0.21
H (1.97, 1.39, -3.17)  0.22
H (0.31, 1.88, -3.07)  0.21
H (0.83, 0.84, -4.41)  0.23
C (0.27, 1.22, 2.58)  -0.73
C (-0.44, -0.02, 3.06)  0.68
O (-0.07, -1.15, 2.79)  -0.61
N (-1.60, 0.20, 3.75)  -0.84
H (0.54, 1.96, 3.33)  0.23
H (-0.41, 1.68, 1.86)  0.23
H (-1.96, -0.64, 4.19)  0.40
H (-1.85, 1.11, 4.08)  0.39
H (1.16, 0.95, 2.02)  0.25

The calculation puts the HOMO energy at -8.44 eV. Its lowest unoccupied orbital energy is 0.647 eV. Its structure (SMILES) is Cc1c[nH]cn1.CC(N)=O. Its HOMO-LUMO gap is 9.082 eV.

***

Version b
# C6H11N3O

2 unconnected molecules or ions with the total composition C6H11N3O (ωB97M-V/def2-TZVPD, the OMol25 dataset).

Last column: natural (NBO) charge in e.
Geometry (Å):
C (1.19, 1.89, -1.26)  -0.65
C (-1.57, 1.33, 1.02)  0.18
C (-0.21, 1.73, -0.64)  0.11
C (-1.36, 2.11, -1.20)  -0.12
N (-0.34, 1.30, 0.65)  -0.51
N (-2.32, 1.75, -0.04)  -0.56
H (-1.90, 1.39, 2.02)  0.21
H (-3.38, 1.93, 0.11)  0.42
H (-1.93, 2.16, -2.17)  0.24
H (1.32, 1.71, -2.40)  0.23
H (1.97, 1.37, -0.67)  0.24
H (1.46, 2.99, -1.17)  0.22
C (1.97, -2.71, 0.66)  -0.72
C (0.42, -2.79, 0.42)  0.67
O (-0.07, -3.62, -0.34)  -0.62
N (-0.49, -1.86, 0.90)  -0.85
H (2.31, -1.65, 0.76)  0.22
H (2.61, -3.00, -0.25)  0.25
H (-1.49, -1.91, 0.73)  0.40
H (-0.30, -0.92, 1.21)  0.40
H (2.12, -3.19, 1.65)  0.24

The calculation puts the HOMO energy at -9.24 eV. Its lowest unoccupied orbital energy is 0.730 eV. Its structure (SMILES) is Cc1c[nH]cn1.CC(N)=O. Its HOMO-LUMO gap is 9.968 eV.

***

From most stable to least stable, the computed energies give version a, version b.